<1>
# C8H15NO

An isolated molecule of C8H15NO (ωB97M-V with the def2-TZVPD basis set, the Open Molecules 2025 dataset).

Results
- structure (SMILES) = [H]/N=C(/C)O[C@@]1(C)CC1(C)C
- frontier orbital gap (eV) = 9.878
- spin multiplicity = 1
- lowest unoccupied orbital energy (eV) = 0.9

Geometry (Å):
H: 2.682 -1.006 1.744
N: 3.118 -0.225 1.263
C: 2.488 0.373 0.391
C: 2.867 1.509 -0.463
O: 1.027 0.195 -0.168
C: -0.076 -0.660 -0.084
C: -0.028 -1.756 -1.130
C: -0.792 -0.906 1.225
C: -1.394 0.044 0.216
C: -2.657 -0.330 -0.530
C: -1.338 1.523 0.541
H: 3.104 2.385 0.136
H: 3.694 1.236 -1.114
H: 1.888 1.609 -1.040
H: -0.856 -2.452 -1.026
H: 0.903 -2.316 -1.032
H: -0.060 -1.318 -2.128
H: -0.367 -0.480 2.124
H: -1.252 -1.874 1.366
H: -3.529 0.040 0.012
H: -2.769 -1.405 -0.643
H: -2.661 0.122 -1.522
H: -0.397 1.787 1.016
H: -2.154 1.791 1.214
H: -1.439 2.114 -0.369

***

<2>
# C8H15NO

An isolated molecule of C8H15NO (ωB97M-V with the def2-TZVPD basis set, the Open Molecules 2025 dataset).

Results
- structure (SMILES) = C=C(C)CC(C)(C)NC=O
- frontier orbital gap (eV) = 9.949
- spin multiplicity = 1
- lowest unoccupied orbital energy (eV) = 0.8

Geometry (Å):
C: -0.097 2.468 0.465
C: -0.766 1.430 -0.094
C: -2.239 1.189 0.244
C: -0.107 0.406 -1.033
C: 0.811 -0.569 -0.236
C: 1.033 -1.873 -1.036
C: 2.144 0.088 0.093
N: 0.057 -0.867 0.967
C: -1.037 -1.664 0.987
O: -1.581 -2.069 -0.044
H: 0.877 2.772 0.332
H: -0.575 3.049 1.096
H: -2.562 0.103 0.217
H: -2.802 1.835 -0.494
H: -2.737 1.503 1.233
H: 0.481 0.730 -1.892
H: -0.817 -0.333 -1.504
H: 1.484 -2.683 -0.465
H: 1.541 -1.708 -1.902
H: 0.075 -2.184 -1.444
H: 2.889 -0.605 0.302
H: 2.093 0.786 0.922
H: 2.605 0.769 -0.717
H: 0.609 -0.744 1.872
H: -1.377 -1.831 2.131

***

<2> (28.2 kJ/mol below the next structure)

***

<1>
# C3H3BrCl2

A structure of composition C3H3BrCl2 (ωB97M-V with the def2-TZVPD basis set, the Open Molecules 2025 dataset).

Results
- frontier orbital gap (eV) = 7.741
- spin multiplicity = 1
- lowest unoccupied orbital energy (eV) = -1.1

Geometry (Å):
C: -0.903 -0.887 0.078
C: -0.724 0.259 -0.589
C: 1.314 0.884 0.227
Cl: -0.284 0.274 -2.253
Cl: 2.471 -0.284 -0.051
Br: 1.078 1.257 2.060
H: -1.240 -0.875 1.099
H: -0.646 -1.842 -0.350
H: -1.066 1.215 -0.221

***

<2>
# C3H3BrCl2

A cluster of 2 separate species, C3H3BrCl2 in total (ωB97M-V with the def2-TZVPD basis set, the Open Molecules 2025 dataset).

Results
- frontier orbital gap (alpha / beta) (eV) = 8.052 / 6.877
- spin multiplicity = 1
- lowest unoccupied orbital energy (alpha / beta) (eV) = -1.1 / -1.5

Geometry (Å):
C: -0.234 0.777 0.034
C: -1.397 -1.004 -0.725
C: 1.053 0.515 0.540
Cl: -2.999 -0.848 -1.094
Cl: 2.495 0.819 -0.583
Br: -0.926 -2.478 0.333
H: -0.371 1.451 -0.801
H: 1.195 1.251 1.342
H: 1.185 -0.483 0.955

***

<3>
# C3H3BrCl2

A structure of composition C3H3BrCl2 (ωB97M-V with the def2-TZVPD basis set, the Open Molecules 2025 dataset).

Results
- frontier orbital gap (alpha / beta) (eV) = 6.621 / 9.662
- spin multiplicity = 1
- lowest unoccupied orbital energy (alpha / beta) (eV) = -2.0 / 0.0

Geometry (Å):
C: 0.404 0.212 -0.263
C: -0.664 -0.360 -0.623
C: -0.891 -1.521 2.722
Cl: -0.882 -3.217 3.126
Cl: 0.761 -0.809 2.829
Br: -2.060 -0.622 3.897
H: 1.110 0.661 -0.807
H: 0.751 -0.009 0.776
H: -1.417 -0.972 -0.173

***

<1> (164.2 kJ/mol below the next structure)

***

<1>
# HN2O4S

A cluster of 2 separate species, HN2O4S in total (ωB97M-V with the def2-TZVPD basis set, the Open Molecules 2025 dataset).

Results
- frontier orbital gap (eV) = 6.818
- spin multiplicity = 1
- total charge = -1
- lowest unoccupied orbital energy (eV) = 2.5

Geometry (Å):
N: -1.667 -1.309 1.594
N: -0.773 -0.962 0.734
O: 2.041 2.725 -0.727
O: 0.105 -1.755 0.255
O: -0.717 0.269 0.342
O: 1.018 1.762 -2.730
S: 1.589 1.524 -1.435
H: -1.598 -2.253 1.968

***

<2>
# HN2O4S

The ion HN2O4S with charge -1 (ωB97M-V with the def2-TZVPD basis set, the Open Molecules 2025 dataset).

Results
- frontier orbital gap (eV) = 8.899
- spin multiplicity = 1
- total charge = -1
- lowest unoccupied orbital energy (eV) = 4.0

Geometry (Å):
N: -0.284 0.281 -0.131
N: -1.210 -0.521 0.227
O: -2.254 -0.348 -0.359
O: 1.837 0.439 1.313
O: -0.980 -1.433 0.987
O: 2.029 0.723 -1.138
S: 1.582 -0.126 -0.025
H: -0.719 0.986 -0.873

***

<3>
# HN2O4S

A cluster of 2 separate species, HN2O4S in total (ωB97M-V with the def2-TZVPD basis set, the Open Molecules 2025 dataset).

Results
- frontier orbital gap (alpha / beta) (eV) = 4.821 / 4.823
- spin multiplicity = 1
- total charge = -1
- lowest unoccupied orbital energy (alpha / beta) (eV) = 1.7 / 1.7

Geometry (Å):
N: 1.103 -0.571 -0.774
N: -1.439 -0.804 1.067
O: -1.759 -1.154 -0.067
O: 1.438 1.714 -1.905
O: -2.185 -0.848 2.025
O: 1.195 1.848 0.517
S: 1.011 0.956 -0.726
H: 0.635 -1.141 -0.137

***

<2> (36.3 kJ/mol below the next structure)

***

<1>
# HN2O4S

A cluster of 2 separate species, HN2O4S in total (ωB97M-V with the def2-TZVPD basis set, the Open Molecules 2025 dataset).

Results
- frontier orbital gap (eV) = 8.680
- spin multiplicity = 1
- total charge = -1
- lowest unoccupied orbital energy (eV) = 3.9

Geometry (Å):
N: 1.127 -0.097 -0.164
N: 1.415 1.119 0.260
O: -0.527 0.912 -2.013
O: 1.132 1.519 1.384
O: 1.977 1.856 -0.582
O: 0.528 -1.072 -2.704
S: 0.770 0.277 -2.124
H: -0.164 -0.529 0.138

***

<2>
# HN2O4S

The ion HN2O4S with charge -1 (ωB97M-V with the def2-TZVPD basis set, the Open Molecules 2025 dataset).

Results
- frontier orbital gap (eV) = 9.063
- spin multiplicity = 1
- total charge = -1
- lowest unoccupied orbital energy (eV) = 4.0

Geometry (Å):
N: 1.430 0.526 0.550
N: 1.020 -0.444 -0.087
O: -1.821 1.047 0.919
O: 1.701 -1.494 -0.325
O: -0.159 -0.366 -0.663
O: -2.686 -0.280 -1.052
S: -1.785 0.725 -0.485
H: 2.301 0.286 1.143

***

<2> (133.0 kJ/mol below the next structure)

***

<1>
# C4H9ClN2O

An isolated molecule of C4H9ClN2O (ωB97M-V with the def2-TZVPD basis set, the Open Molecules 2025 dataset).

Results
- structure (SMILES) = [H]/N=C\NO[C@@H](C)CCl
- frontier orbital gap (eV) = 10.341
- spin multiplicity = 1
- lowest unoccupied orbital energy (eV) = 0.8

Geometry (Å):
H: -2.401 0.999 -1.188
N: -3.023 0.155 -1.065
C: -2.601 -0.822 -0.267
N: -1.272 -1.025 0.292
O: -0.570 0.049 0.428
C: 0.723 0.162 -0.292
C: 1.283 1.557 0.141
C: 1.674 -0.754 0.329
Cl: 3.195 -0.716 -0.631
H: -3.180 -1.762 -0.096
H: -1.503 -1.328 1.243
H: 0.395 0.000 -1.258
H: 1.590 1.378 1.238
H: 0.537 2.570 0.093
H: 2.090 1.763 -0.581
H: 1.165 -1.772 0.263
H: 1.898 -0.455 1.351

***

<2>
# C4H9ClN2O

An isolated molecule of C4H9ClN2O (ωB97M-V with the def2-TZVPD basis set, the Open Molecules 2025 dataset).

Results
- structure (SMILES) = CN/C(CCl)=N\OC
- frontier orbital gap (eV) = 9.223
- spin multiplicity = 1
- lowest unoccupied orbital energy (eV) = 0.9

Geometry (Å):
C: 1.468 -0.622 1.635
N: 1.486 0.219 0.309
C: 0.445 0.413 -0.595
C: 0.724 1.146 -1.949
Cl: 1.885 0.425 -2.972
N: -0.769 0.096 -0.573
O: -1.335 -0.243 0.651
C: -2.692 -0.594 0.430
H: 1.146 0.060 2.619
H: 2.642 -0.860 1.711
H: 0.658 -1.644 1.697
H: 2.364 0.285 -0.084
H: 1.150 2.187 -1.667
H: -0.336 1.213 -2.344
H: -2.704 -1.289 -0.438
H: -2.829 -1.004 1.353
H: -3.304 0.213 0.217

***

<3>
# C4H9ClN2O

An isolated molecule of C4H9ClN2O (ωB97M-V with the def2-TZVPD basis set, the Open Molecules 2025 dataset).

Results
- structure (SMILES) = CN/N=C(\CO)CCl
- frontier orbital gap (eV) = 9.963
- spin multiplicity = 1
- lowest unoccupied orbital energy (eV) = 0.8

Geometry (Å):
C: -2.467 -0.917 -0.553
N: -1.352 -0.010 -0.300
N: -0.190 -0.761 -0.128
C: 0.861 -0.139 0.262
C: 0.802 1.395 0.408
O: 0.391 2.078 -0.698
C: 2.117 -0.883 0.362
Cl: 3.406 -0.350 -0.677
H: -2.290 -1.412 -1.517
H: -3.327 -0.289 -0.596
H: -2.592 -1.752 0.191
H: -1.547 0.570 0.568
H: 0.245 1.604 1.345
H: 1.846 1.750 0.652
H: -0.372 1.674 -1.089
H: 1.954 -1.966 0.397
H: 2.512 -0.590 1.370

***

<3> (182.6 kJ/mol below the next structure)

***

<1>
# C5H9Cl

An isolated molecule of C5H9Cl (ωB97M-V with the def2-TZVPD basis set, the Open Molecules 2025 dataset).

Results
- structure (SMILES) = C[C@@H](Cl)C1CC1
- frontier orbital gap (eV) = 11.462
- spin multiplicity = 1
- lowest unoccupied orbital energy (eV) = 1.1

Geometry (Å):
C: -0.710 -1.696 0.605
C: -0.390 -0.254 0.195
Cl: -0.796 0.860 1.548
C: 0.923 -0.063 -0.594
C: 1.140 0.947 -1.572
C: 0.963 -0.520 -2.019
H: -1.799 -1.710 0.997
H: -0.237 -2.098 1.563
H: -0.529 -2.329 -0.317
H: -1.232 0.053 -0.347
H: 1.784 -0.237 0.127
H: 0.190 1.619 -1.755
H: 2.036 1.571 -1.637
H: -0.038 -0.838 -2.347
H: 1.793 -1.137 -2.289

***

<2>
# C5H9Cl

An isolated molecule of C5H9Cl (ωB97M-V with the def2-TZVPD basis set, the Open Molecules 2025 dataset).

Results
- structure (SMILES) = C/C=C(/Cl)CC
- frontier orbital gap (eV) = 10.016
- spin multiplicity = 1
- lowest unoccupied orbital energy (eV) = 1.0

Geometry (Å):
C: 2.596 0.041 -0.153
C: 1.240 -0.768 -0.016
C: 0.060 -0.235 0.156
Cl: -1.313 -1.254 -0.040
C: -0.134 1.156 0.468
C: -1.149 1.945 -0.316
H: 2.594 0.639 -1.129
H: 3.506 -0.649 -0.079
H: 2.680 0.740 0.634
H: 1.414 -1.833 -0.103
H: 0.857 1.725 0.520
H: -0.344 1.290 1.537
H: -2.139 1.555 -0.241
H: -1.164 2.952 -0.023
H: -0.752 2.074 -1.276

***

<3>
# C5H9Cl

An isolated molecule of C5H9Cl (ωB97M-V with the def2-TZVPD basis set, the Open Molecules 2025 dataset).

Results
- structure (SMILES) = C[C@@H]1CC[C@@H]1Cl
- frontier orbital gap (eV) = 11.358
- spin multiplicity = 1
- lowest unoccupied orbital energy (eV) = 1.0

Geometry (Å):
C: -1.468 -0.565 0.651
C: -0.198 0.423 0.573
C: 0.032 0.996 -0.815
C: 0.969 -0.193 -1.064
C: 1.178 -0.283 0.414
Cl: 1.484 -1.788 1.308
H: -2.306 0.050 0.287
H: -1.727 -0.965 1.752
H: -1.296 -1.367 -0.018
H: -0.213 1.239 1.337
H: -0.956 1.207 -1.299
H: 0.626 1.938 -0.716
H: 1.679 -0.145 -1.896
H: 0.357 -1.117 -1.178
H: 1.839 0.572 0.664

***

<4>
# C5H9Cl

An isolated molecule of C5H9Cl (ωB97M-V with the def2-TZVPD basis set, the Open Molecules 2025 dataset).

Results
- structure (SMILES) = C[C@@H]1C[C@@]1(C)Cl
- frontier orbital gap (eV) = 10.866
- spin multiplicity = 1
- lowest unoccupied orbital energy (eV) = 1.0

Geometry (Å):
C: 1.100 -0.768 1.067
C: 0.844 0.361 0.135
C: -0.184 1.364 0.406
C: -0.266 0.428 -0.782
C: -1.263 -0.658 -0.871
Cl: -0.078 1.018 -2.437
H: 1.439 -1.705 0.553
H: 1.909 -0.483 1.816
H: 0.144 -1.103 1.674
H: 1.785 0.721 -0.279
H: 0.013 2.452 0.161
H: -0.821 1.157 1.247
H: -2.091 -0.264 -1.488
H: -0.892 -1.584 -1.330
H: -1.640 -0.935 0.129

***

<4> (10.3 kJ/mol below the next structure)